Record 1
The following is a DFT calculation (the ωB97M-V functional and the def2-TZVPD basis) of the molecule C5H10O2.

HOMO level in eV: -8.82
SMILES: C[C@@H]1[C@H](O)C[C@@H]1O
Total charge: 0
Maximum force in eV/A: 0.79
DFT total energy in eV: -9438.789

Each atom is followed by the atoms it is bonded to, with distances in Å.
Cartesian coordinates (Å):
1 C 1.706 -1.332 0.718  C2 1.577, H8 1.101, H9 1.110, H10 1.092
2 C 0.438 -0.404 0.573  C1 1.577, C3 1.898, C6 1.505, H11 1.083
3 C -1.340 0.251 0.459  C2 1.898, O4 1.389, C5 1.530, H12 1.096
4 O -2.420 -0.096 -0.344  C3 1.389, H13 0.963
5 C -0.577 1.362 -0.264  C3 1.530, C6 1.517, H14 1.094, H15 1.094
6 C 0.493 0.383 -0.709  C2 1.505, C5 1.517, O7 1.425, H16 1.099
7 O -0.013 -0.494 -1.711  C6 1.425, H17 0.964
8 H 2.080 -1.371 1.752  C1 1.101
9 H 2.509 -0.798 0.168  C1 1.110
10 H 1.706 -2.346 0.313  C1 1.092
11 H 0.494 0.196 1.472  C2 1.083
12 H -1.679 0.431 1.485  C3 1.096
13 H -3.104 -0.550 0.160  O4 0.963
14 H -0.169 2.119 0.413  C5 1.094
15 H -1.140 1.845 -1.067  C5 1.094
16 H 1.470 0.766 -1.035  C6 1.099
17 H -0.455 0.038 -2.383  O7 0.964


Record 2
The following is a DFT calculation (the ωB97M-V functional and the def2-TZVPD basis) of a cluster of 2 separate species, C5H14FNO9P3 in total in a non-equilibrium geometry.

HOMO level in eV: -4.92
Total charge: -1
Maximum force in eV/A: 1.03
DFT total energy in eV: -55917.577

Each atom is followed by the atoms it is bonded to, with distances in Å.
Cartesian coordinates (Å):
1 N -3.488 -0.448 4.071  P2 1.723, H14 1.012, H15 1.015
2 P -3.112 -0.633 2.400  N1 1.723, O3 1.672, C4 1.888
3 O -4.524 -1.430 1.988  P2 1.672, H16 0.956
4 C -1.904 -2.079 2.517  P2 1.888, O5 1.410, C12 1.527, H17 1.096
5 O -1.155 -2.098 1.323  C4 1.410, P6 1.797
6 P 0.190 -0.909 1.394  O5 1.797, P7 2.259, O11 1.783, H18 1.430, H19 1.446, H20 1.426
7 P 0.508 -1.425 -0.783  P6 2.259, O8 1.484, O9 1.626, O10 1.623
8 O 0.925 -2.821 -1.065  P7 1.484
9 O 1.589 -0.396 -1.427  P7 1.626, H21 0.965
10 O -0.836 -1.020 -1.598  P7 1.623, H22 0.963
11 O -0.173 -0.673 3.124  P6 1.783, C12 1.372
12 C -0.797 -1.823 3.538  C4 1.527, O11 1.372, F13 1.384, H23 1.104
13 F -1.191 -1.766 4.863  C12 1.384
14 H -4.323 0.116 4.166  N1 1.012
15 H -2.699 0.030 4.492  N1 1.015
16 H -4.590 -1.294 1.044  O3 0.956
17 H -2.456 -3.010 2.686  C4 1.096
18 H -0.734 0.100 0.976  P6 1.430
19 H 1.216 0.110 1.423  P6 1.446
20 H 1.132 -1.918 1.752  P6 1.426
21 H 2.020 -0.867 -2.151  O9 0.965
22 H -1.584 -1.354 -1.093  O10 0.963
23 H -0.105 -2.679 3.457  C12 1.104
24 C 2.119 3.682 -3.612  C25 1.516, O29 1.432, H30 1.086, H31 1.092
25 C 1.917 2.198 -3.380  C24 1.516, O26 1.437, H32 1.089, H33 1.086
26 O 3.021 1.633 -4.105  C25 1.437, C27 1.349
27 C 3.992 2.565 -4.205  O26 1.349, O28 1.188, O29 1.356
28 O 5.092 2.363 -4.607  C27 1.188
29 O 3.537 3.774 -3.793  C24 1.432, C27 1.356
30 H 1.806 4.298 -2.774  C24 1.086
31 H 1.630 4.036 -4.523  C24 1.092
32 H 2.000 1.917 -2.331  C25 1.089
33 H 0.977 1.820 -3.770  C25 1.086